# 1
Entry from the OMol25 dataset: a structure of composition C47H50LuN4O6P3S (ωB97M-V/def2-TZVPD).

ΔE to the lowest compared entry with this formula, charge and spin   18.8 kJ/mol
LUMO   0.199 eV
Gap between HOMO and LUMO   0.2916 Eh

ORCA input file:
```
! wB97M-V def2-TZVPD RIJCOSX def2/J DEFGRID3
* xyz 0 1
Lu 0.28213 0.00897 0.32013
N -1.88588 1.55048 -1.05396
C -3.24630 1.02252 -0.85834
C -3.22913 -0.07821 0.20222
N -2.15105 -1.05152 -0.00760
C -2.50889 -2.21989 -0.83475
C -3.22220 -1.84036 -2.12220
N -2.51473 -0.93997 -3.03774
H -1.59972 1.98054 -0.17754
H -1.88606 2.26231 -1.77634
H -3.61839 0.65599 -1.81218
H -3.93900 1.79420 -0.50958
H -4.21086 -0.56390 0.23876
H -3.04286 0.38143 1.16954
H -1.89049 -1.42520 0.89288
H -3.17893 -2.88360 -0.27957
H -1.59203 -2.76984 -1.04862
H -4.18396 -1.39826 -1.85878
H -3.46404 -2.76117 -2.65043
H -2.02389 -1.46040 -3.74114
H -1.82720 -0.37957 -2.54442
O 1.65132 -0.26811 2.04403
S 1.74982 -1.68932 1.58755
O 2.28819 -2.61693 2.52420
O 2.54624 -1.57947 0.31926
O 0.33335 -2.00273 1.14716
O 1.84416 1.30336 -0.67753
P 2.83137 1.04751 -1.79992
C 3.51284 -0.63470 -1.83236
P 2.10885 -1.79660 -1.87124
O 0.75326 -1.14009 -1.56466
C 2.43214 -3.50558 -1.42679
C 3.70360 -4.04938 -1.58931
C 3.92449 -5.38599 -1.29015
C 2.87852 -6.18085 -0.83545
C 1.61264 -5.63471 -0.67315
C 1.38349 -4.29536 -0.96310
C 2.04983 -2.08664 -3.69424
C 0.81309 -2.18712 -4.32232
C 0.71896 -2.46864 -5.68184
C 1.87082 -2.66331 -6.43424
C 3.11360 -2.58820 -5.81622
C 3.19828 -2.30459 -4.46019
C 2.05767 1.24994 -3.40031
C 0.67774 1.43035 -3.44310
C 0.01927 1.46399 -4.66497
C 0.74036 1.32485 -5.84350
C 2.12086 1.15837 -5.80706
C 2.77954 1.12008 -4.58747
C 4.20865 2.16485 -1.64358
C 5.38099 2.01398 -2.38588
C 6.42738 2.90569 -2.21370
C 6.30975 3.94287 -1.29400
C 5.15178 4.08568 -0.54197
C 4.09807 3.19511 -0.70945
H 4.12605 -0.78080 -0.94757
H 4.09800 -0.72442 -2.74622
H 4.53138 -3.43613 -1.93526
H 4.91635 -5.80705 -1.40594
H 3.05465 -7.22412 -0.59708
H 0.80018 -6.24894 -0.30285
H 0.40637 -3.85999 -0.79677
H -0.07096 -2.04189 -3.72104
H -0.25550 -2.53587 -6.15459
H 1.80363 -2.88038 -7.49368
H 4.01878 -2.75276 -6.38968
H 4.18555 -2.27227 -4.00659
H 0.11445 1.49998 -2.52584
H -1.05996 1.56914 -4.69152
H 0.22486 1.33514 -6.79710
H 2.68060 1.04227 -6.72780
H 3.85519 0.96545 -4.57135
H 5.48885 1.20245 -3.09827
H 7.33632 2.78914 -2.79081
H 7.13312 4.63420 -1.15597
H 5.06569 4.88555 0.18447
H 3.20008 3.28630 -0.11066
N -0.74934 1.49070 1.53610
P -0.99318 2.76234 2.34986
C 0.01245 4.20251 1.86899
C 0.17533 5.32288 2.68357
C 0.88994 6.42570 2.23070
C 1.44572 6.42326 0.95588
C 1.29608 5.30919 0.13980
C 0.58739 4.20139 0.59757
C -2.69958 3.39296 2.17271
C -3.74261 2.69196 2.78978
C -5.06764 3.00468 2.51564
C -5.36919 4.01925 1.61177
C -4.34386 4.72020 0.99278
C -3.01506 4.40886 1.27304
C -0.76219 2.59295 4.13416
C -1.39661 3.39921 5.07971
C -1.15733 3.20754 6.43560
C -0.28680 2.20569 6.85061
C 0.33904 1.39245 5.91412
C 0.10046 1.57957 4.55713
H -0.24804 5.33675 3.68205
H 1.01468 7.28850 2.87420
H 1.99761 7.28739 0.60289
H 1.73369 5.30072 -0.85237
H 0.49017 3.32068 -0.02309
H -3.51128 1.89312 3.48903
H -5.86605 2.45763 3.00498
H -6.40250 4.26392 1.39511
H -4.57502 5.51438 0.29322
H -2.22055 4.96584 0.78812
H -2.09393 4.16770 4.76090
H -1.65524 3.83308 7.16743
H -0.10411 2.05429 7.90819
H 1.00882 0.60505 6.23787
H 0.57082 0.93938 3.81861
*
```

Atomic partial charges in e from the Mulliken method, atoms 1 to 4:
1. Lu 1.8207
2. N 0.0533
3. C -0.8558
4. C -1.2001

# 2
Entry from the OMol25 dataset: a structure of composition C33H37Cl3MgN4O6PSbSe4 (ωB97M-V/def2-TZVPD).

ΔE to the lowest compared entry with this formula, charge and spin   184.0 kJ/mol
LUMO   3.326 eV
Gap between HOMO and LUMO   0.1535 Eh

ORCA input file:
```
! wB97M-V def2-TZVPD RIJCOSX def2/J DEFGRID3
* xyz -2 1
Mg -0.32150 0.51615 -0.46971
C 2.45963 -3.89404 -1.80750
O 3.11533 -2.61154 -1.77998
C 2.07317 -1.70727 -1.79850
N 0.90405 -2.13490 -1.67828
C 1.00803 -3.56880 -1.41501
C -0.04254 -4.39954 -2.10641
C 0.16439 -5.75869 -2.32275
C -0.81436 -6.53172 -2.93441
C -2.00436 -5.94175 -3.33968
C -2.20710 -4.58397 -3.13188
C -1.23376 -3.81108 -2.51523
C 2.46882 -0.29302 -1.92109
C 3.74733 0.03282 -2.35684
C 4.09099 1.36491 -2.48016
C 3.14903 2.33390 -2.19710
C 1.88800 1.91536 -1.79471
N 1.55711 0.63209 -1.61931
C 0.83536 2.91780 -1.47674
N -0.30212 2.67760 -0.95605
C -0.96657 3.98895 -0.76719
C -0.04341 4.93819 -1.54306
O 1.18656 4.19931 -1.68494
C -2.40238 4.09849 -1.23852
C -3.23043 2.98943 -1.30917
C -4.52953 3.11134 -1.77851
C -5.03451 4.35427 -2.12969
C -4.22439 5.47562 -2.02535
C -2.91219 5.34581 -1.59242
H 2.98006 -4.55553 -1.11606
H 2.51450 -4.29393 -2.82295
H 0.86730 -3.66793 -0.32955
H 1.09609 -6.22527 -2.01671
H -0.64027 -7.58809 -3.10522
H -2.76333 -6.53551 -3.83624
H -3.11261 -4.10291 -3.48018
H -1.37718 -2.74311 -2.38783
H 4.43214 -0.76368 -2.60377
H 5.08048 1.64446 -2.81988
H 3.34917 3.38739 -2.30915
H -0.94669 4.19911 0.30507
H 0.18056 5.87525 -1.03792
H -0.43173 5.10418 -2.54840
H -2.84506 2.00405 -1.09114
H -5.12281 2.21520 -1.90935
H -6.04299 4.44393 -2.51548
H -4.60032 6.45057 -2.31403
H -2.28487 6.23042 -1.55143
Se 0.03325 -1.21390 -4.97347
Sb -1.62619 0.41736 -4.22617
Se -2.22735 -0.34439 -1.80013
Se -0.62066 2.70482 -4.34903
Se -3.82308 0.36178 -5.28178
Cl 1.13698 4.33769 2.34358
C -0.10969 3.74561 3.44429
Cl -0.82450 5.14236 4.31738
Cl 0.54961 2.61989 4.62432
C -1.19063 3.12835 2.67649
N -2.09424 2.70145 2.11549
C -1.27761 -1.36083 4.81852
C -1.65599 -1.14552 3.35871
C -3.07846 -0.62410 3.22611
C -1.48742 -2.42851 2.55579
O -0.83050 -0.05971 2.86907
P 0.52997 -0.13368 2.04172
O 0.86137 1.27188 1.63134
O 0.37881 -1.02493 0.84629
O 1.52595 -0.74413 3.14161
C 2.96893 -0.76094 2.96085
C 3.51272 0.57563 3.44762
C 3.44504 -1.90370 3.84173
C 3.36271 -1.00204 1.50928
H -1.93132 -2.10900 5.27312
H -1.37823 -0.42383 5.36994
H -0.24365 -1.70108 4.89188
H -3.78777 -1.34862 3.63249
H -3.31442 -0.44947 2.17553
H -3.18480 0.31948 3.76360
H -2.17308 -3.17768 2.95917
H -0.46984 -2.81504 2.63109
H -1.71303 -2.26808 1.50226
H 3.24734 0.73242 4.49537
H 3.08474 1.38357 2.85300
H 4.60093 0.59808 3.35387
H 3.10715 -1.75150 4.86828
H 4.53561 -1.95953 3.83346
H 3.04205 -2.84976 3.47738
H 3.04125 -0.17511 0.87459
H 2.91671 -1.91897 1.12477
H 4.45023 -1.08068 1.44098
*
```

Atomic partial charges in e from the Mulliken method, atoms 1 to 4:
1. Mg 2.2132
2. C -0.8518
3. O -0.4200
4. C -0.9545

# 3
Entry from the OMol25 dataset: a structure of composition C4H6N2O3 (ωB97M-V/def2-TZVPD).

ΔE to the lowest compared entry with this formula, charge and spin   428.2 kJ/mol
LUMO   0.006 eV
Gap between HOMO and LUMO   0.3314 Eh

ORCA input file:
```
! wB97M-V def2-TZVPD RIJCOSX def2/J DEFGRID3
* xyz 0 1
C -2.37434 -0.73667 -0.32523
N 1.46630 0.87647 0.48488
C 0.70886 0.97895 -0.86827
C 0.13094 -0.31111 -0.20889
C -1.26067 -0.04819 0.39800
N 2.56153 0.07401 0.83719
O 0.73293 1.79202 -1.71471
O 0.50435 -1.40552 -0.59930
O -1.37792 0.64169 1.38125
H 1.29984 1.64860 1.12831
H 2.23211 -0.88628 0.93877
H 3.26959 0.10765 0.10800
H -3.31680 -0.57360 0.19219
H -2.15097 -1.80301 -0.40303
H -2.42574 -0.35502 -1.34915
*
```

Atomic partial charges in e from the natural (NBO) method, atoms 1 to 4:
1. C -0.7186
2. N -0.5109
3. C 0.6548
4. C 0.3606

# 4
Entry from the OMol25 dataset: a structure of composition C20H24N5O2PS4W (ωB97M-V/def2-TZVPD).

LUMO (spin up / spin down)   -3.904 / -4.003 eV
Gap between HOMO and LUMO (spin up / spin down)   0.2237 / 0.2380 Eh

ORCA input file:
```
! wB97M-V def2-TZVPD RIJCOSX def2/J DEFGRID3
* xyz 1 4
W 0.69878 -0.55210 -0.96692
S -1.10262 -2.18320 -0.87412
C -2.41672 -1.01200 -0.97242
N -3.63772 -1.48420 -1.12452
N -4.69982 -0.74590 -0.90132
C -4.88802 0.26480 0.02598
C -5.97742 1.13160 -0.12112
C -6.22062 2.10170 0.83118
C -5.40342 2.21200 1.94688
C -4.32812 1.34720 2.10028
C -4.06242 0.38450 1.14908
N -2.14552 0.27990 -0.98802
N -0.88562 0.60910 -0.98882
C -0.61762 1.97820 -1.00402
C -1.62042 2.94580 -0.99812
C -1.27532 4.28470 -1.02622
C 0.05528 4.66860 -1.05232
C 1.05908 3.70840 -1.04032
C 0.72898 2.36910 -1.01742
H -5.52972 -1.07340 -1.39072
H -6.61522 1.04680 -0.98772
H -7.06142 2.76880 0.71148
H -5.61672 2.95430 2.70048
H -3.70172 1.41170 2.97688
H -3.24272 -0.30130 1.28948
H -2.65172 2.62870 -0.96902
H -2.05432 5.02780 -1.02712
H 0.31598 5.71520 -1.07382
H 2.09478 4.00580 -1.04832
H 1.53108 1.60500 -0.98872
C 3.57298 -4.49110 2.65568
C 2.46058 -3.48950 2.40828
O 2.66488 -2.85190 1.12968
P 2.69548 -1.27520 0.92968
S 0.98598 -0.36060 1.51548
S 3.18758 -1.07640 -1.02452
O 3.78078 -0.65470 1.90668
C 5.19518 -0.90980 1.80868
C 5.79408 -0.80860 3.19778
H 3.36468 -5.03200 3.57438
H 4.53588 -3.99420 2.74798
H 3.62528 -5.20400 1.83738
H 2.42528 -2.72700 3.19368
H 1.49218 -3.99530 2.35418
H 5.62508 -0.15350 1.14548
H 5.35618 -1.89880 1.36868
H 5.59958 0.17480 3.61708
H 6.86858 -0.95610 3.13898
H 5.36528 -1.55840 3.85798
S 1.32598 -0.16470 -5.54472
C 0.11318 -1.33630 -5.22212
C -0.07232 -1.47690 -3.88862
N 0.72238 -0.67510 -3.11892
C 1.50968 0.06460 -3.86402
H -0.38772 -1.85330 -6.01272
H -0.76722 -2.15340 -3.41602
H 2.23148 0.75990 -3.46652
*
```

Atomic partial charges in e from the natural (NBO) method, atoms 1 to 4:
1. W 0.9244
2. S -0.0617
3. C 0.1757
4. N -0.2151

# 5
Entry from the OMol25 dataset: the ion C7H10BrN4 with charge +1 (ωB97M-V/def2-TZVPD).

ΔE to the lowest compared entry with this formula, charge and spin   0.0 kJ/mol
LUMO   -3.028 eV
Gap between HOMO and LUMO   0.3450 Eh

ORCA input file:
```
! wB97M-V def2-TZVPD RIJCOSX def2/J DEFGRID3
* xyz 1 1
C 0.77657 3.51768 1.10252
C 0.78374 2.31357 0.37328
C 0.75750 1.27375 -0.22714
C 0.44146 -0.10147 -0.87017
N 0.64316 -0.13048 -2.26480
N -0.90482 -0.43147 -0.45873
C -1.34385 -1.39920 0.26802
N -2.64523 -1.53199 0.51614
N -0.45230 -2.23144 0.91785
C 0.97669 -2.07277 0.59883
C 1.39824 -1.06125 -0.18331
Br 3.18391 -0.74515 -0.48978
H 1.41533 3.60560 1.95741
H -0.30347 3.66982 1.27810
H 0.99113 4.43331 0.44267
H 0.93079 -0.89864 -2.84148
H 0.32910 0.70782 -2.79185
H -1.62617 0.23354 -0.74775
H -3.09217 -2.35012 1.09771
H -3.25659 -0.79748 0.17420
H -0.72803 -3.18574 1.09765
H 1.72502 -2.81788 1.05062
*
```

Atomic partial charges in e from the natural (NBO) method, atoms 1 to 4:
1. C -0.7129
2. C 0.0988
3. C -0.1198
4. C 0.1908

# 6
Entry from the OMol25 dataset: an isolated molecule of C7H9NOS (ωB97M-V/def2-TZVPD).

ΔE to the lowest compared entry with this formula, charge and spin   163.6 kJ/mol
LUMO   -0.234 eV
Gap between HOMO and LUMO   0.3054 Eh

ORCA input file:
```
! wB97M-V def2-TZVPD RIJCOSX def2/J DEFGRID3
* xyz 0 1
C 2.92834 -1.40782 0.24205
C 1.92809 -0.33083 0.17949
N 2.18236 0.92361 0.40841
S 1.01571 2.05218 0.28517
C -0.24395 0.95561 -0.15924
C -1.29897 1.40278 -1.12812
C -1.69318 0.95968 0.25753
C -2.41707 -0.35627 0.55731
C 0.54726 -0.64363 -0.26940
O -0.02186 -1.65417 -0.58055
H 3.87500 -0.98294 0.17478
H 2.74381 -2.06755 -0.57226
H 2.82725 -1.92542 1.27721
H -1.45736 0.74686 -1.93262
H -1.29934 2.45895 -1.17597
H -1.93736 1.87942 0.90255
H -1.67151 -1.06641 0.99794
H -2.55674 -0.70600 -0.42519
H -3.45050 -0.23806 0.96091
*
```

Atomic partial charges in e from the natural (NBO) method, atoms 1 to 4:
1. C -0.6379
2. C 0.0820
3. N -0.5167
4. S 0.5911

One value per record, in order, for calculated total energy: -140126.79329 -373301.26688 -13364.54046 -87125.82799 -83415.58988 -21775.14495 eV.